13
Properties=species:S:1:pos:R:3:forces:R:3 method="wB97M-V/def2-TZVPD" orbital_gap_ev=8.01 smiles="CC(=S)/C=C/N" e_tot_ev=-16585.8649 total_charge=0 e_homo_ev=-8.02
C -0.04416 -1.37144 -1.22275 0.1 0.7 -0.6
C 0.39591 -0.57627 0.02022 -0.1 -1.1 -0.7
S 1.52704 -1.10757 1.06833 0.3 -0.5 0.0
C -0.22552 0.64617 0.24949 -1.6 1.0 -2.2
C -1.14720 1.16416 -0.62725 0.7 -1.7 0.2
N -1.84503 2.25488 -0.28390 0.1 1.9 0.7
H -1.08656 -1.70914 -1.24166 -0.1 0.5 0.4
H 0.50414 -2.28557 -1.21589 0.7 -0.5 -0.4
H 0.10703 -0.78969 -2.19266 0.1 -0.8 1.3
H 0.06298 1.26178 1.05184 0.3 0.4 1.2
H -1.41640 0.63127 -1.56430 0.1 0.6 0.8
H -1.41760 2.73544 0.52359 -0.6 -0.3 -0.6
H -2.14517 2.91712 -0.98516 -0.1 -0.3 -0.1

=====

57
Properties=species:S:1:pos:R:3:forces:R:3 method="wB97M-V/def2-TZVPD" orbital_gap_ev="7.14 / 5.94" e_tot_ev=-93779.2067 total_charge=+2 s2=0.751 spin_multiplicity=2 e_homo_ev="-14.27 / -14.27"
C 0.00776 0.67098 -5.43622 0.0 0.1 -0.1
C 0.00533 0.55204 -3.94464 0.0 2.3 1.2
H 0.01438 1.71186 -5.72259 0.0 0.4 -0.1
H -0.86745 0.16283 -5.87965 0.2 0.2 0.4
H 0.87721 0.15230 -5.87866 -0.2 0.2 0.4
O 0.01111 1.44982 -3.07100 0.0 -4.5 -2.4
I -0.01381 -1.70247 -3.55339 0.0 0.8 -0.1
Yb -0.00009 -0.27989 -0.97671 0.0 -0.4 1.1
P 2.87472 0.12338 -1.05984 1.5 -0.5 0.2
C 4.07219 1.13259 -0.08844 -0.6 0.6 0.1
C 3.40359 -1.57798 -0.55942 -0.5 -0.3 -0.1
H 4.35195 -1.86286 -1.03588 -0.3 0.2 0.1
H 4.62188 -0.18776 -2.74039 -0.2 0.1 0.1
H 2.60736 -2.27579 -0.86753 0.5 0.0 0.1
H 2.99763 -0.34188 -3.45745 0.2 0.0 0.1
H 3.88504 1.05690 0.98807 0.0 -0.1 -0.2
H 3.51129 -1.68085 0.53115 -0.1 0.2 -0.4
C 3.60780 0.22828 -2.74573 -0.3 0.1 -0.2
H 5.11091 0.84935 -0.28333 -0.3 -0.2 -0.1
H 3.64657 1.26729 -3.09599 0.0 -0.2 0.1
H 3.94223 2.18645 -0.35489 0.1 -0.1 0.0
P -2.86881 0.16143 -1.05775 -1.5 -0.5 0.1
C -4.04782 1.18656 -0.08107 0.6 0.6 0.1
C -3.60220 0.28650 -2.74231 0.3 0.1 -0.2
H -2.64119 -2.24280 -0.87753 -0.5 0.0 0.1
H -4.37806 -1.79910 -1.04230 0.3 0.2 0.1
H -3.53466 -1.64201 0.52534 0.1 0.2 -0.4
C -3.42500 -1.53363 -0.56430 0.5 -0.3 -0.1
H -3.00096 -0.28671 -3.45956 -0.2 0.0 0.1
H -4.62181 -0.11639 -2.73776 0.2 0.1 0.1
H -5.09070 0.91467 -0.26842 0.2 -0.2 -0.1
H -3.90767 2.23809 -0.35065 -0.1 -0.1 0.0
H -3.62833 1.32825 -3.08612 0.0 -0.2 0.1
H -3.85308 1.10996 0.99380 0.0 -0.1 -0.2
Cl -0.00752 -2.73643 -0.26134 0.0 0.8 -0.6
C -0.00573 1.45066 1.93492 0.0 0.9 1.2
N -0.00340 0.07539 1.39082 0.0 0.7 -0.3
C -1.19594 -0.61378 1.95160 -0.7 -0.5 1.0
N -1.19667 -0.67593 3.42232 -0.6 1.4 -1.0
C -1.19604 0.74075 3.90689 0.1 -0.4 -0.3
N -0.00490 1.47074 3.42955 -0.1 -0.6 -0.9
C 1.18191 0.75000 3.90918 0.2 -0.6 -0.5
N 1.19990 -0.67129 3.40344 0.2 1.3 0.1
C 1.19833 -0.61343 1.95744 0.6 -0.3 0.5
C -0.00442 -1.34056 3.88992 0.4 -0.2 0.0
H -0.89382 1.99147 1.58352 0.1 -0.2 0.1
H 0.88079 1.99299 1.58319 0.0 -0.1 0.1
H -1.17507 -1.61517 1.52176 -0.3 0.0 0.3
H -2.10818 -0.06905 1.64710 0.5 -0.2 0.0
H -1.21369 0.72571 5.00113 0.0 0.1 -0.2
H -2.08740 1.25205 3.52235 0.1 -0.2 0.2
H 2.07214 1.26163 3.52419 -0.1 -0.1 0.2
H 1.19974 0.73308 5.00488 0.0 0.1 -0.3
H 1.18335 -1.60769 1.51842 0.3 -0.1 0.3
H 2.10459 -0.06322 1.65099 -0.4 -0.2 0.0
H -0.00021 -1.31730 4.98720 0.0 -0.3 -0.3
H 0.00497 -2.36007 3.50167 -0.1 -0.1 0.3